{
  "formula": "C4H9O2",
  "method": "wB97M-V/def2-TZVPD",
  "symbols": ["C", "C", "C", "O", "C", "O", "H", "H", "H", "H", "H", "H", "H", "H", "H"],
  "positions_angstrom": [[1.0329, -0.0386, -0.7055], [0.5595, 0.1517, 0.7148], [-0.6897, -0.6397, 1.0647], [-1.1132, -0.4184, 2.4144], [-0.0734, 0.3786, -1.7423], [-0.5736, 1.5895, -1.5025], [1.3960, -1.0644, -0.8909], [1.8623, 0.6382, -0.9250], [1.2782, -0.0131, 1.5317], [0.2604, 1.2063, 0.8102], [-1.4647, -0.3401, 0.3468], [-0.5450, -1.7081, 0.9361], [-1.4818, 0.4800, 2.3953], [-0.8696, -0.4137, -1.7162], [0.4218, 0.1919, -2.7316]],
  "forces_ev_per_a": [[0.07, -0.10, -0.46], [-0.47, 0.53, 0.91], [0.00, 0.13, -0.79], [-0.34, 0.51, -0.11], [-0.09, -0.41, 0.51], [0.08, 0.32, -0.17], [-0.15, 0.02, 0.02], [0.17, 0.03, 0.22], [0.29, -0.20, -0.41], [0.09, -0.06, -0.17], [-0.05, -0.06, 0.25], [0.12, -0.27, 0.18], [0.20, -0.40, 0.22], [0.06, -0.31, -0.01], [0.01, 0.27, -0.21]],
  "mulliken_charge": [-0.612, -0.418, -0.545, -0.557, -0.579, -0.866, 0.311, 0.316, 0.289, 0.253, 0.283, 0.312, 0.330, 0.205, 0.278],
  "e_above_lowest_kj_mol": 214.82,
  "multiplicity": 1,
  "e_tot_ev": -8388.265,
  "charge": -1
}

{
  "formula": "C4H9O2",
  "method": "wB97M-V/def2-TZVPD",
  "symbols": ["C", "C", "O", "O", "H", "H", "H", "C", "C", "H", "H", "H", "H", "H", "H"],
  "positions_angstrom": [[-2.0398, 2.1458, 0.0132], [-0.7014, 1.5380, -0.3660], [0.2231, 1.6354, 0.4696], [-0.5886, 0.9696, -1.4738], [-2.6996, 1.4074, 0.5129], [-2.5844, 2.4723, -0.8916], [-1.9296, 3.0089, 0.6678], [0.5712, -1.7214, -0.0615], [1.9946, -1.5370, 0.3552], [0.3942, -1.3556, -1.0885], [0.3140, -2.7792, -0.0766], [-0.0769, -1.1741, 0.5590], [2.1514, -2.0372, 1.2841], [2.2775, -0.4822, 0.5097], [2.6944, -2.0906, -0.4134]],
  "forces_ev_per_a": [[-0.71, -0.29, -0.56], [-2.59, 1.47, 1.30], [0.76, -0.90, -1.35], [1.38, -0.16, 0.45], [0.58, 0.24, -0.21], [0.32, -0.16, 0.26], [0.24, -0.08, 0.07], [0.20, -0.38, -1.84], [1.74, -0.69, -1.53], [0.13, -0.10, 0.39], [-0.19, -0.03, 0.20], [-1.03, 0.49, 0.98], [0.26, -0.36, 0.83], [0.00, -0.44, -0.42], [-1.09, 1.39, 1.43]],
  "lowdin_spin": [0.018, 0.018, 0.446, 0.509, -0.002, 0.007, 0.007, -0.002, 0.000, -0.001, 0.000, -0.001, 0.000, -0.001, 0.000],
  "e_above_lowest_kj_mol": 34.57,
  "multiplicity": 2,
  "e_tot_ev": -8386.550
}

{
  "formula": "C4H9O2P",
  "method": "wB97M-V/def2-TZVPD",
  "symbols": ["C", "C", "C", "C", "O", "O", "P", "H", "H", "H", "H", "H", "H", "H", "H", "H"],
  "positions_angstrom": [[1.3637, -0.3307, 0.5605], [2.7666, -0.5115, 0.1914], [-1.7350, 0.3261, -1.5720], [-1.1368, 0.7096, 1.4097], [0.6506, -0.1268, -0.5615], [-1.1453, -1.7922, 0.0121], [-0.9336, -0.3347, -0.0995], [3.2784, 0.4869, 0.2106], [3.1974, -1.2241, 0.9876], [3.0708, -0.6871, -0.8645], [-1.9464, 1.4095, -1.3978], [-2.6320, -0.2078, -1.7066], [-1.0077, -0.1621, -2.3081], [-1.4876, 0.0004, 2.2253], [-2.1112, 1.2821, 1.3302], [-0.1920, 1.1624, 1.5826]],
  "forces_ev_per_a": [[0.04, 0.21, -1.31], [1.96, -0.06, 0.44], [1.63, -0.06, 0.72], [-3.16, -1.91, -0.21], [0.54, 0.35, 1.09], [-0.36, 0.35, 0.35], [-0.77, -0.91, 0.34], [-0.44, -0.43, 1.11], [-0.12, 1.24, -1.50], [-0.78, -0.95, 0.41], [0.69, -0.72, -1.16], [-1.30, -0.53, 0.01], [-0.95, 1.77, 0.26], [1.25, 0.56, -0.80], [1.54, 0.25, -0.32], [0.24, 0.84, 0.58]],
  "mulliken_charge": [-0.119, -0.945, -0.933, -0.970, -0.235, -0.737, 1.116, 0.281, 0.271, 0.301, 0.317, 0.345, 0.268, 0.301, 0.403, 0.334],
  "e_above_lowest_kj_mol": 319.25,
  "multiplicity": 1,
  "e_tot_ev": -17675.708
}

{
  "formula": "C4H9O2PS",
  "method": "wB97M-V/def2-TZVPD",
  "symbols": ["C", "C", "C", "C", "O", "O", "P", "S", "H", "H", "H", "H", "H", "H", "H", "H", "H"],
  "positions_angstrom": [[-1.5769, -0.0561, -0.0109], [-1.2870, 2.2651, -0.0648], [1.0954, -1.1707, 1.6224], [0.9144, -1.2433, -1.4579], [1.2953, 1.0319, 0.0003], [-2.0997, 1.0866, -0.1004], [0.5562, -0.2478, 0.0899], [-2.1771, -1.5608, -0.0133], [-1.9875, 3.2225, -0.1811], [-0.6321, 2.0721, -0.9396], [-0.8044, 2.4547, 0.7995], [2.1583, -1.1491, 1.4514], [0.8376, -0.5557, 2.4725], [0.7813, -2.1894, 1.5902], [1.6965, -1.8387, -1.2478], [0.0812, -1.6892, -1.7907], [1.1486, -0.4320, -2.2199]],
  "forces_ev_per_a": [[4.45, -2.47, 0.55], [-2.38, 1.75, -4.41], [-0.53, 0.93, -1.92], [-0.31, 5.41, 0.69], [0.21, 0.44, 0.28], [-2.22, 1.23, 0.73], [-1.30, -0.01, -0.71], [-0.86, 0.26, -0.01], [1.22, -2.41, -0.25], [-0.01, 1.24, 0.82], [1.84, -0.22, 2.91], [0.59, 0.09, 0.17], [-0.16, -0.26, 0.31], [-0.55, -0.58, 0.48], [2.74, -2.23, 0.33], [-2.86, -2.17, -1.02], [0.12, -0.98, 1.05]],
  "mulliken_charge": [0.291, -0.688, -0.985, -1.163, -0.716, -0.353, 0.833, -0.259, 0.180, 0.388, 0.359, 0.334, 0.316, 0.335, 0.410, 0.447, 0.271],
  "e_above_lowest_kj_mol": 147.30,
  "multiplicity": 1,
  "e_tot_ev": -28511.447
}

{
  "formula": "C4H9O2S",
  "method": "wB97M-V/def2-TZVPD",
  "symbols": ["C", "C", "S", "H", "H", "H", "H", "H", "H", "C", "C", "O", "O", "H", "H", "H"],
  "positions_angstrom": [[1.0088, -1.1199, -1.0996], [-0.3198, 1.0040, -2.0847], [-0.5348, -0.7121, -1.9507], [1.1598, -0.4411, -0.1622], [0.9649, -2.0556, -0.6526], [1.8564, -1.0022, -1.7665], [-0.1713, 1.5651, -1.1450], [-1.2597, 1.4966, -2.3500], [0.4749, 1.2641, -2.6513], [-0.8943, -0.5280, 2.0759], [0.0589, 0.6689, 1.8386], [1.2188, 0.4433, 2.1369], [-0.3773, 1.6948, 1.3253], [-1.4737, -0.6943, 1.2004], [-1.4529, -0.1897, 2.9212], [-0.2586, -1.3938, 2.3645]],
  "forces_ev_per_a": [[0.17, 3.09, 1.37], [-2.41, 1.71, 2.63], [-0.04, -1.36, 0.45], [-0.29, -0.78, -1.74], [-0.17, -2.05, 0.30], [0.16, -0.15, -0.03], [0.20, -0.94, 0.43], [0.08, -0.36, -0.84], [2.30, 0.83, -2.43], [1.57, 0.13, 0.56], [-0.68, -1.16, -0.57], [2.90, -0.47, 0.91], [-1.38, 1.56, -0.75], [-0.77, -0.27, -0.55], [-0.98, -0.20, 0.55], [-0.66, 0.41, -0.27]],
  "mulliken_charge": [-0.755, -0.829, -0.117, 0.116, 0.299, 0.352, 0.243, 0.287, 0.369, -0.807, 0.549, -0.719, -0.734, 0.189, 0.349, 0.207],
  "e_above_lowest_kj_mol": 101.57,
  "multiplicity": 1,
  "e_tot_ev": -19225.097,
  "charge": -1
}

{
  "formula": "C4H9O3P",
  "method": "wB97M-V/def2-TZVPD",
  "symbols": ["C", "C", "O", "O", "C", "O", "C", "P", "H", "H", "H", "H", "H", "H", "H", "H", "H"],
  "positions_angstrom": [[-0.9259, -0.3625, 1.9672], [-1.8543, 0.1578, 0.7916], [-2.7929, 0.9358, 1.1232], [-1.7356, -0.1016, -0.5984], [-0.6743, -0.9981, -0.9312], [-1.0120, -2.1635, -1.2871], [0.8915, -0.6969, -0.8493], [1.4005, 1.1281, -1.1225], [-0.1460, -1.1404, 1.6891], [-0.4349, 0.5068, 2.5472], [-1.6215, -0.8690, 2.7391], [1.3311, -1.0700, 0.1525], [1.3958, -1.3163, -1.6865], [1.7782, 0.8936, -2.5091], [2.3902, 0.9488, -0.0648], [0.1275, 1.6556, -0.7239], [1.8824, 2.4918, -1.2371]],
  "forces_ev_per_a": [[-0.09, -0.80, 0.40], [-3.25, 3.53, 1.63], [3.67, -3.21, -1.55], [2.15, -0.70, 2.03], [-0.22, -5.46, -1.02], [0.98, 4.88, 1.19], [-0.70, -0.75, -0.35], [1.03, 0.60, 0.69], [-1.02, 1.13, 0.22], [-0.85, -1.20, -1.37], [0.94, 0.87, -1.43], [-0.98, 0.59, -1.53], [-1.05, 0.74, 1.39], [-0.39, -0.05, 0.62], [-0.35, 0.08, -0.48], [0.17, -0.35, -0.17], [-0.05, 0.10, -0.28]],
  "mulliken_charge": [-0.708, 0.565, -0.544, -0.242, 0.471, -0.524, -0.802, 0.052, 0.260, 0.247, 0.278, 0.310, 0.425, 0.072, 0.047, 0.048, 0.043],
  "e_above_lowest_kj_mol": 502.80,
  "multiplicity": 1,
  "e_tot_ev": -19720.950
}

{
  "formula": "C4H9O3P",
  "method": "wB97M-V/def2-TZVPD",
  "symbols": ["C", "C", "C", "C", "O", "O", "O", "P", "H", "H", "H", "H", "H", "H", "H", "H", "H"],
  "positions_angstrom": [[2.4997, 0.8592, 1.4329], [-0.0909, 1.8839, -1.0672], [-0.3174, -1.8009, -1.1255], [-1.2209, -0.7382, 1.3692], [2.8084, -0.1951, 1.7653], [-0.1624, 0.6107, -0.3414], [2.2006, 1.8569, 0.9561], [-1.3973, -0.4416, -0.3836], [0.4498, 2.5573, -0.4458], [0.4004, 1.8305, -1.9974], [-1.0875, 2.1393, -1.3782], [-0.7956, -2.7726, -1.1189], [0.0543, -1.4922, -2.1806], [0.6885, -1.9462, -0.5961], [-1.9408, -1.4930, 1.5064], [-0.2603, -0.9486, 1.7944], [-1.8284, 0.0906, 1.8106]],
  "forces_ev_per_a": [[-0.04, -0.55, -1.00], [-1.12, -1.89, 0.69], [1.75, 0.45, -0.54], [-2.14, 0.86, 0.09], [0.34, -1.06, 0.99], [1.41, 2.64, -1.10], [-0.24, 1.63, 0.05], [1.56, -0.64, -0.94], [-0.14, 0.72, 0.48], [1.18, -0.70, -1.10], [-0.66, 0.76, 0.50], [-0.22, -0.20, -0.39], [-1.17, -0.56, 1.49], [-1.47, 0.45, -0.17], [-0.60, -1.86, 0.76], [0.41, 0.08, 0.12], [1.17, -0.14, 0.07]],
  "mulliken_charge": [0.731, -0.787, -0.924, -0.958, -0.370, -0.044, -0.363, -0.023, 0.252, 0.326, 0.347, 0.374, 0.245, 0.226, 0.414, 0.264, 0.288],
  "e_above_lowest_kj_mol": 102.62,
  "multiplicity": 1,
  "e_tot_ev": -19725.098
}

{
  "formula": "C4H9OP",
  "method": "wB97M-V/def2-TZVPD",
  "symbols": ["C", "C", "C", "C", "O", "P", "H", "H", "H", "H", "H", "H", "H", "H", "H"],
  "positions_angstrom": [[3.4950, -0.5953, 0.3191], [-0.9725, 1.4760, 0.2826], [-1.0854, -0.9113, -0.7407], [-0.7990, -0.0460, 0.4727], [0.4957, -0.2571, 1.0192], [2.2792, 0.2405, -0.4291], [4.4340, -0.6655, -0.1137], [3.0126, -1.0246, 1.2827], [-0.9945, 1.7699, -0.8910], [-1.9523, 1.7326, 0.5732], [-0.2188, 2.1408, 0.8233], [-1.1906, -1.8898, -0.4909], [-0.2265, -0.7428, -1.3683], [-2.1258, -0.7227, -1.0659], [-1.4668, -0.2910, 1.2786]],
  "forces_ev_per_a": [[-4.70, 0.35, 1.81], [0.89, 0.86, -3.17], [-0.88, 2.78, 0.53], [1.61, 1.28, 0.44], [2.63, -0.11, -1.82], [-1.92, -0.80, 1.67], [1.82, -0.34, -0.17], [1.71, 0.19, -1.43], [0.47, -0.60, 2.51], [-1.22, 0.61, 0.60], [-0.97, -1.24, -0.68], [0.51, -3.10, 1.02], [-0.32, -0.05, -1.11], [0.75, 0.67, -0.81], [-0.38, -0.50, 0.63]],
  "mulliken_charge": [-0.479, -1.115, -1.170, 0.361, -0.633, 0.258, 0.343, 0.250, 0.226, 0.408, 0.283, 0.365, 0.249, 0.346, 0.309],
  "e_above_lowest_kj_mol": 340.10,
  "multiplicity": 1,
  "e_tot_ev": -15626.109
}

- Among the records above, which one has the highest multiplicity?
  number 2